C7H8N2 | ωB97M-V/def2-TZVPD

Geometry as XYZ:
```
17
Properties=species:S:1:pos:R:3:mulliken_charge:R:1
C -0.30 -0.89 0.29 -0.930
C -0.81 1.60 0.03 -0.807
C 2.30 -1.18 -0.22 -0.473
C 1.03 -0.57 0.13 0.690
C 1.31 0.83 0.25 -0.265
C -1.26 0.21 0.38 0.979
C -2.45 -0.18 -0.49 -1.390
N 3.23 -0.25 -0.30 -0.739
N 2.61 0.96 0.01 0.228
H -0.69 -1.88 0.50 0.431
H -1.08 2.32 0.68 0.251
H 2.43 -2.21 -0.53 0.419
H -1.52 0.17 1.52 0.238
H -3.22 0.59 -0.71 0.346
H -2.84 -1.05 -0.06 0.398
H -1.93 -0.27 -1.44 0.372
H 3.21 1.80 -0.04 0.252
```

LUMO (alpha / beta): -0.72 / -0.72 eV
energy above the lowest of the compared OMol25 structures with the same formula, charge and spin: 147.8 kcal per mole